Density functional theory data (ωB97M-V with the def2-TZVPD basis set) for a structure of composition C47H57I2N2O8RbSi at a distorted geometry.

```
118
C47H57I2N2O8RbSi (ωB97M-V with the def2-TZVPD basis set)
Rb 1.63 0.29 -0.78
C -5.18 -1.83 4.61
C -3.66 -1.93 4.76
C -3.29 -3.37 5.17
C -3.23 -1.00 5.90
C -2.98 -1.57 3.45
C -2.10 -0.54 3.31
C -1.46 -0.27 2.06
N -0.57 0.71 1.85
C -0.40 1.82 2.53
C -1.35 2.41 3.45
C -1.07 3.56 4.10
C 0.25 4.13 3.93
C 1.19 3.68 3.06
C 0.81 2.58 2.16
O 1.45 2.31 1.14
C 2.54 4.41 2.94
C 2.32 5.73 2.18
C 3.62 3.60 2.22
C 3.09 4.73 4.35
C -2.08 4.30 4.98
C -3.43 3.59 5.01
C -2.29 5.72 4.44
C -1.55 4.38 6.42
C -1.67 -1.15 0.89
O -1.08 -0.92 -0.17
C -2.64 -2.23 1.07
C -3.24 -2.37 2.29
C -3.00 -3.24 -0.04
C -2.72 -4.67 0.45
C -2.23 -3.04 -1.35
C -4.50 -3.10 -0.36
H -5.69 -2.09 5.54
H -5.55 -2.50 3.83
H -5.46 -0.81 4.33
H -3.76 -3.64 6.12
H -2.21 -3.47 5.28
H -3.62 -4.09 4.42
H -3.76 -1.27 6.82
H -3.47 0.04 5.66
H -2.16 -1.07 6.09
H -1.80 0.04 4.16
H -2.32 1.94 3.52
H 0.48 5.00 4.53
H 1.95 5.52 1.17
H 3.27 6.27 2.08
H 1.60 6.37 2.68
H 3.41 3.48 1.16
H 3.72 2.60 2.64
H 4.58 4.12 2.33
H 2.41 5.35 4.94
H 4.04 5.26 4.25
H 3.26 3.80 4.90
H -3.85 3.51 4.01
H -4.13 4.16 5.63
H -3.35 2.59 5.43
H -2.63 5.68 3.40
H -1.36 6.30 4.46
H -3.04 6.25 5.03
H -1.40 3.38 6.83
H -2.26 4.92 7.06
H -0.59 4.90 6.47
H -3.96 -3.18 2.40
H -1.66 -4.77 0.72
H -2.93 -5.39 -0.35
H -3.32 -4.94 1.32
H -1.15 -3.12 -1.20
H -2.42 -2.07 -1.80
H -2.55 -3.82 -2.05
H -5.13 -3.32 0.51
H -4.78 -3.80 -1.16
H -4.73 -2.09 -0.70
I 4.37 1.86 -2.44
C 3.63 3.67 -3.26
I 3.00 5.11 -1.81
H 2.74 3.43 -3.85
H 4.40 4.15 -3.84
O 0.48 1.09 -4.36
O 1.19 2.04 -3.91
O 1.12 -0.42 -3.70
Si 1.64 -1.50 -4.79
C 2.54 -2.88 -3.90
C 3.93 -3.02 -3.94
C 4.58 -4.02 -3.23
C 3.84 -4.90 -2.46
C 2.46 -4.78 -2.39
C 1.82 -3.78 -3.11
C 2.75 -0.77 -6.12
C 3.15 0.57 -6.03
C 4.00 1.12 -6.98
C 4.47 0.34 -8.03
C 4.09 -0.99 -8.14
C 3.23 -1.53 -7.19
C 0.18 -2.32 -5.68
C -1.07 -1.70 -5.72
C -2.15 -2.29 -6.36
C -2.00 -3.53 -6.97
C -0.78 -4.18 -6.93
C 0.30 -3.58 -6.29
H 4.52 -2.31 -4.52
H 5.66 -4.08 -3.25
H 4.35 -5.67 -1.89
H 1.88 -5.46 -1.77
H 0.74 -3.69 -3.04
H 2.77 1.18 -5.22
H 4.30 2.16 -6.90
H 5.14 0.77 -8.77
H 4.45 -1.60 -8.96
H 2.94 -2.58 -7.28
H -1.18 -0.73 -5.23
H -3.11 -1.79 -6.38
H -2.85 -4.00 -7.46
H -0.66 -5.15 -7.39
H 1.25 -4.11 -6.24
O 4.10 0.11 0.26
N 4.25 -0.72 -0.67
O 3.37 -1.58 -0.90
O 5.28 -0.67 -1.40
```

Orbital gap (alpha / beta) in eV: 5.6 / 5.6
Highest occupied orbital energy (alpha / beta) in eV: -2.19 / -2.19
Total charge: -2